Record 1
{
  "formula": "C2H3OSm",
  "method": "ωB97M-V with the def2-TZVPD basis set",
  "elements": ["O", "C", "Sm", "H", "C", "H", "H"],
  "xyz": [[-0.7135, -0.6429, 0.1208], [-0.5066, -0.4424, -1.2133], [-1.4751, 2.0206, -0.7383], [-0.5986, -1.5376, 0.4898], [0.7081, 0.3066, 0.2580], [1.6781, 0.1886, -0.2373], [0.9076, 0.1070, 1.3203]],
  "mulliken_charge": [-0.19, -0.45, 1.41, 0.41, -0.64, 0.22, 0.24],
  "multiplicity": 7,
  "charge": 1,
  "de_lowest_kj_mol": 758.98,
  "orbital_gap_ev": [5.24, 5.50],
  "s2": 12.15
}

=====

Record 2
{
  "formula": "C32H66IO7Si",
  "method": "ωB97M-V with the def2-TZVPD basis set",
  "elements": ["C", "Si", "C", "C", "C", "I", "H", "H", "H", "H", "H", "H", "H", "H", "H", "H", "C", "C", "C", "O", "C", "H", "H", "H", "H", "H", "H", "H", "H", "C", "C", "C", "O", "C", "H", "H", "H", "H", "H", "H", "H", "H", "C", "C", "C", "O", "C", "H", "H", "H", "H", "H", "H", "H", "H", "C", "C", "C", "O", "C", "H", "H", "H", "H", "H", "H", "H", "H", "C", "C", "C", "O", "C", "H", "H", "H", "H", "H", "H", "H", "H", "C", "C", "C", "O", "C", "H", "H", "H", "H", "H", "H", "H", "H", "C", "C", "C", "O", "C", "H", "H", "H", "H", "H", "H", "H", "H"],
  "xyz": [[-1.5669, -2.2282, -0.3472], [-0.0218, -1.8872, -1.3917], [0.8076, -0.4071, -0.5194], [-0.5492, -1.2052, -3.0747], [0.8990, -3.4121, -1.7112], [1.9598, -4.1127, 0.0519], [-1.3872, -2.0782, 0.7230], [-1.8331, -3.2807, -0.5072], [-2.4219, -1.5942, -0.6106], [1.4306, 0.1408, -1.2378], [0.0712, 0.2986, -0.1159], [1.4547, -0.7453, 0.2991], [0.3442, -1.1747, -3.7098], [-1.2873, -1.8496, -3.5676], [-0.9720, -0.1955, -3.0080], [1.6954, -3.3162, -2.4514], [3.2226, -4.3324, -6.3352], [1.7839, -4.5529, -6.8021], [0.9967, -4.0138, -5.6122], [1.7882, -2.9645, -5.0688], [3.1060, -3.0018, -5.5896], [3.9523, -4.3008, -7.1450], [3.5114, -5.1230, -5.6392], [1.5780, -3.9594, -7.6968], [1.5429, -5.5926, -7.0186], [0.8439, -4.7791, -4.8442], [0.0247, -3.6061, -5.8862], [3.2632, -2.1531, -6.2679], [3.8116, -2.9146, -4.7605], [-5.9765, 1.0914, 0.5964], [-4.8890, 2.1459, 0.8278], [-3.8218, 1.3385, 1.5725], [-3.9501, 0.0045, 1.1007], [-5.1277, -0.1437, 0.3259], [-6.6487, 1.3285, -0.2278], [-6.5727, 0.9563, 1.5019], [-4.4958, 2.4885, -0.1318], [-5.2268, 3.0158, 1.3906], [-3.9870, 1.3660, 2.6563], [-2.8069, 1.6837, 1.3733], [-4.8595, -0.2170, -0.7340], [-5.6011, -1.0824, 0.6097], [2.1296, 2.9611, 3.0528], [1.2436, 2.3130, 1.9919], [-0.1364, 2.7829, 2.4301], [0.0471, 4.0668, 3.0353], [1.4395, 4.3032, 3.2544], [3.1700, 3.0689, 2.7446], [2.1031, 2.3729, 3.9744], [1.4830, 2.7058, 1.0018], [1.3257, 1.2295, 1.9441], [-0.5727, 2.0938, 3.1619], [-0.8361, 2.8892, 1.5999], [1.8068, 5.0523, 2.5476], [1.5674, 4.7108, 4.2589], [4.6028, 8.9441, 4.4170], [4.3614, 8.1933, 5.7263], [3.2083, 7.2775, 5.3410], [3.4065, 6.9623, 3.9607], [4.3820, 7.8339, 3.3955], [5.5963, 9.3859, 4.3423], [3.8620, 9.7362, 4.2889], [5.2345, 7.5961, 5.9974], [4.1151, 8.8430, 6.5658], [2.2421, 7.7769, 5.4739], [3.2023, 6.3486, 5.9090], [5.3124, 7.2799, 3.2232], [4.0135, 8.1900, 2.4320], [-4.4395, -5.1007, -0.2373], [-4.1237, -4.9174, -1.7181], [-5.2320, -3.9647, -2.1501], [-5.5231, -3.1557, -1.0124], [-4.8802, -3.6957, 0.1473], [-3.5811, -5.4350, 0.3442], [-5.2560, -5.8149, -0.1024], [-3.1453, -4.4464, -1.8348], [-4.1301, -5.8499, -2.2808], [-6.1334, -4.5141, -2.4495], [-4.9368, -3.3109, -2.9739], [-4.0175, -3.0752, 0.4072], [-5.5927, -3.6733, 0.9748], [5.2835, 2.5123, 7.3398], [5.4146, 2.7974, 5.8445], [4.5780, 4.0607, 5.7028], [4.7116, 4.7664, 6.9429], [5.3170, 3.9213, 7.9196], [6.0771, 1.8784, 7.7339], [4.3246, 2.0352, 7.5513], [6.4567, 2.9962, 5.5853], [5.0518, 1.9878, 5.2126], [3.5244, 3.8171, 5.5351], [4.9031, 4.7160, 4.8929], [6.3480, 4.2476, 8.0986], [4.7592, 4.0187, 8.8527], [-3.4192, -5.1418, -5.3116], [-3.8596, -4.9558, -6.7622], [-2.5219, -4.7016, -7.4452], [-1.5573, -5.4603, -6.7233], [-2.1096, -5.9025, -5.4789], [-4.1411, -5.6832, -4.7034], [-3.2327, -4.1728, -4.8434], [-4.3179, -5.8705, -7.1453], [-4.5613, -4.1332, -6.9000], [-2.2618, -3.6372, -7.3985], [-2.4974, -5.0160, -8.4906], [-2.2823, -6.9836, -5.5258], [-1.3904, -5.6955, -4.6855]],
  "mulliken_charge": [-0.72, 0.25, -0.87, -0.75, -0.60, -0.36, 0.52, 0.04, 0.05, 0.34, 0.02, 0.32, 0.14, 0.07, 0.36, 0.03, -0.61, -0.54, 0.21, -0.33, -0.48, 0.36, 0.28, 0.30, 0.28, -0.03, -0.03, 0.26, 0.29, -0.58, -0.65, 0.10, -0.38, -0.12, 0.37, 0.27, 0.28, 0.39, 0.29, -0.24, 0.19, 0.12, -0.51, -0.37, -0.29, -0.45, -0.12, 0.41, 0.25, 0.31, 0.24, 0.24, 0.11, 0.11, 0.10, -0.57, -0.52, -0.24, -0.27, -0.50, 0.34, 0.28, 0.18, 0.40, 0.32, 0.07, 0.28, 0.27, -0.75, -0.04, -0.47, -0.41, -0.19, 0.37, 0.30, -0.06, 0.35, 0.26, 0.29, 0.09, 0.37, -0.59, -0.59, 0.04, -0.43, -0.53, 0.36, 0.26, 0.31, 0.36, -0.02, 0.19, 0.29, 0.27, 0.08, -0.68, -0.47, -0.37, -0.39, 0.28, -0.17, 0.30, 0.34, 0.26, 0.32, 0.28, 0.24],
  "multiplicity": 1,
  "charge": -1,
  "orbital_gap_ev": 4.63
}

=====

F_max, respectively: 3.55 0.39 eV Å⁻¹.